The following is a quantum chemistry calculation of C6H11N2O2P in the gas phase in a non-equilibrium geometry, from the OMol25 dataset.

Properties
* highest occupied orbital energy (alpha / beta): -5.036 / -8.764 eV
* energy above the lowest of the compared OMol25 structures with the same formula, charge and spin: 0.296 eV
* frontier orbital gap (alpha / beta): 5.668 / 5.592 eV
* calculated total energy: -836.380071 hartree
* total charge: 0
* ⟨S²⟩: 2.004
* multiplicity: 3

```
22
C6H11N2O2P wB97M-V/def2-TZVPD
P 1.21 0.45 0.05
O 2.42 0.76 -1.03
O -0.99 1.74 1.75
N -0.71 -2.93 -0.67
N 0.26 -0.99 -0.60
C 1.59 -2.69 0.48
C -0.90 -0.82 -1.40
C 0.33 -2.27 -0.26
C -1.02 2.37 0.46
C -1.54 -2.03 -1.28
C 0.24 2.05 -0.39
H -2.35 -2.46 -1.88
H 1.43 -3.41 1.19
H -0.23 1.04 1.71
H -0.88 3.41 0.61
H 3.14 0.08 -1.13
H 1.13 2.74 -0.23
H 2.11 -1.87 0.86
H 2.14 -3.19 -0.35
H -1.24 0.14 -1.72
H 0.15 1.95 -1.55
H -1.93 2.15 -0.07
```

---

The following is a quantum chemistry calculation of C6H10N as an isolated structure in a non-equilibrium geometry, from the OMol25 dataset.

Properties
* highest occupied orbital energy (alpha / beta): -12.081 / -13.684 eV
* energy above the lowest of the compared OMol25 structures with the same formula, charge and spin: 4.229 eV
* frontier orbital gap (alpha / beta): 8.659 / 6.198 eV
* calculated total energy: -288.853465 hartree
* total charge: +1
* ⟨S²⟩: 2.016
* multiplicity: 3

```
17
C6H10N wB97M-V/def2-TZVPD
N 2.24 0.67 -0.99
C -3.61 0.32 -0.37
C -1.20 0.76 0.55
C -2.48 0.39 0.05
C -0.33 -1.46 -0.10
C 1.77 0.73 0.28
C -0.08 -0.10 0.20
H 2.64 1.42 -1.56
H -0.98 -1.80 0.71
H 1.39 1.70 0.58
H -0.94 -1.49 -0.96
H 0.51 -2.11 -0.18
H 2.93 -0.12 -1.03
H 2.21 0.04 1.09
H -4.55 0.44 -0.81
H -0.87 1.85 0.37
H -1.17 0.59 1.64
```

---

The following is a quantum chemistry calculation of a 3-piece molecular cluster, C26H42BrFIN3O11P overall in a non-equilibrium geometry, from the OMol25 dataset.

Properties
* highest occupied orbital energy: -10.524 eV
* frontier orbital gap: 5.520 eV
* calculated total energy: -5320.339020 hartree
* total charge: +1
* multiplicity: 1

```
86
C26H42BrFIN3O11P wB97M-V/def2-TZVPD
I 2.42 -1.52 -1.55
Br 1.47 -2.81 2.18
P -3.13 -0.12 -2.18
F -2.82 0.79 0.64
O -2.69 -5.87 -2.15
O 2.18 0.71 1.97
O -1.28 -8.54 -0.68
O 4.04 5.58 2.48
O -3.38 -1.56 -2.87
O 2.53 -1.44 1.60
O -4.45 0.23 -1.36
O 2.27 8.10 2.29
O 0.23 3.19 0.26
O 5.16 8.67 3.15
O -4.30 -7.98 -0.57
N 0.03 -0.46 -5.32
N -2.86 1.00 -3.19
N -1.69 -0.16 -1.10
C -0.99 2.42 2.27
C -3.73 -6.75 -0.15
C -0.62 0.30 0.99
C 3.96 9.19 3.70
C -0.52 -0.65 -1.60
C 3.04 7.43 1.30
C 3.09 5.93 1.48
C -2.35 -9.45 -0.86
C 0.19 3.20 1.68
C 2.84 8.19 3.60
C 6.03 9.68 2.68
C -2.94 -5.24 -3.38
C -3.54 -8.76 -1.49
C -0.38 -1.14 -3.01
C 3.79 4.31 3.03
C -3.75 -5.68 -1.22
C -0.43 -8.92 0.38
C 0.61 -0.71 -0.81
C -0.38 -2.79 -4.66
C -0.51 -2.51 -3.30
C -0.14 -1.77 -5.56
C -0.74 0.88 2.39
C -1.71 0.29 0.15
C -0.10 -0.23 -4.02
C 0.58 -0.23 0.53
C 1.81 -0.29 1.42
H 3.87 3.53 2.27
H -3.25 -8.17 -2.36
H -1.12 2.78 3.31
H -2.11 -5.46 -4.05
H 0.06 4.25 2.00
H 0.04 -9.89 0.17
H 3.41 5.46 0.54
H 0.35 -8.16 0.48
H 2.79 4.28 3.49
H 0.97 2.64 0.00
H 0.12 0.66 3.02
H -3.02 -4.15 -3.25
H -2.00 -10.25 -1.53
H -2.73 -6.90 0.25
H -2.65 -9.89 0.09
H -2.89 0.57 -4.11
H -3.86 -5.63 -3.84
H -3.60 -4.69 -0.75
H -0.98 -8.97 1.33
H -4.75 -0.52 -0.81
H 4.53 4.13 3.81
H 2.02 8.53 4.24
H 4.04 7.87 1.22
H 3.67 10.11 3.18
H 2.09 5.56 1.75
H 0.03 0.81 -3.71
H 3.14 7.20 3.96
H -0.09 -2.05 -6.62
H -0.47 -3.81 -5.02
H -4.36 -6.41 0.67
H 4.15 9.42 4.76
H -0.73 -3.31 -2.59
H 6.91 9.19 2.26
H 5.54 10.27 1.90
H -4.23 -9.53 -1.84
H 1.16 2.89 2.10
H 2.52 7.64 0.36
H -1.92 2.66 1.75
H -3.48 -2.27 -2.22
H -1.63 0.47 2.89
H 6.34 10.33 3.50
H -4.72 -5.69 -1.74
```